1.
Computed, not measured: 11 unconnected molecules or ions with the total composition C7H33NO10, with ωB97M-V/def2-TZVPD.

Structure (XYZ):
```
51
Properties=species:S:1:pos:R:3:forces:R:3:lowdin_charge:R:1
O 4.1282 -0.5983 -0.8867 -0.294 0.195 -0.670 -0.051
O 1.0453 2.5160 4.0321 0.274 -0.130 -0.087 -0.047
O 2.7345 2.2581 -2.6885 -0.669 0.193 -0.847 -0.060
O 2.1209 -0.4682 2.4484 -0.695 -0.824 0.901 -0.065
O -2.2682 -0.3977 2.7606 -0.196 -0.797 0.830 -0.094
O 2.2700 1.6271 0.9599 -0.025 0.305 -0.902 -0.053
O -3.3587 -2.5742 1.4844 -0.073 -0.250 -0.469 -0.051
O -5.0368 0.2046 1.3612 0.176 0.377 -0.217 -0.066
O 4.5243 -1.4497 1.8045 -0.602 -0.196 1.017 -0.070
O -3.7163 -1.7128 -1.4986 0.182 -0.447 0.920 -0.040
N -2.0299 2.4029 0.4443 -0.461 -0.733 0.544 0.022
C 1.4217 -0.3060 -3.2545 1.218 -0.638 -0.750 -0.120
C -0.6181 -0.1983 -1.8880 0.713 1.639 -0.644 -0.250
C -1.6612 0.5908 -1.1561 -1.264 -0.945 0.482 -0.185
C -0.5225 -1.6488 -1.6396 -0.316 -0.932 -0.917 -0.155
C -1.1520 1.8691 -0.5685 1.610 1.341 0.023 -0.301
C 0.3110 0.4428 -2.6341 0.183 -0.594 0.971 -0.094
C 0.4933 -2.2579 -1.0484 1.770 0.306 -0.058 0.014
H 0.5245 1.5241 -2.6176 -0.994 -0.441 -0.248 0.098
H -0.1149 1.6448 -0.2473 -0.344 -0.267 0.643 0.083
H -2.0458 3.3847 0.6637 0.476 0.118 -0.406 0.068
H -4.9337 0.8101 0.6135 -0.108 -0.149 0.125 0.030
H 0.3843 1.8870 4.3249 -0.389 -0.036 0.028 0.032
H -2.6466 -1.2547 2.4495 -0.005 0.518 -0.694 -0.004
H 4.3953 -2.4001 1.8166 0.390 -0.448 -0.361 0.044
H -3.8501 -2.3724 0.6715 -0.261 0.464 0.223 0.032
H -2.2830 -0.5865 3.7138 0.164 0.561 -0.202 0.044
H 2.2915 -0.2992 -2.5548 -0.335 0.094 -0.885 0.066
H 3.6960 -0.3234 -0.0773 0.205 0.108 0.218 -0.017
H 0.8233 -3.2907 -1.0756 -1.244 -0.452 -0.019 0.061
H 1.3093 -0.9986 2.4341 0.153 0.182 0.180 0.071
H 3.8624 -1.2311 2.5019 0.504 0.401 -0.556 0.029
H -3.4652 -0.7808 -1.5252 -0.373 -0.319 -0.508 0.004
H -0.8367 2.6438 -1.2894 -1.057 -0.220 -0.220 0.126
H 4.6534 -1.3556 -0.6317 0.154 -0.087 0.222 0.025
H 2.4199 1.7843 1.8991 -0.463 0.106 -0.219 0.029
H -1.9088 1.8807 1.3057 -0.205 0.066 -0.018 0.056
H 2.3467 -0.3883 1.5230 -0.024 0.401 -0.432 0.004
H -1.2718 -2.2604 -2.1418 -0.131 -0.049 0.370 0.101
H 2.8512 2.0793 -1.7485 0.942 0.428 -0.279 0.032
H -2.6314 -3.0714 1.1062 0.415 -0.252 0.147 0.050
H -1.9983 -0.0833 -0.3559 0.256 0.408 0.523 0.103
H -2.6422 0.7744 -1.6465 0.689 0.239 -0.547 0.119
H -4.3400 0.5043 1.9610 0.056 -0.266 0.045 0.009
H 1.8374 1.9681 4.0222 0.136 0.081 0.067 0.023
H 1.3901 -1.7248 -0.7254 -0.461 0.675 0.206 0.050
H 1.7103 0.0517 -4.2633 0.062 0.369 0.766 0.085
H 3.4374 2.7254 -3.1719 -0.118 -0.395 1.267 0.061
H 1.3365 1.8234 0.7521 0.635 -0.029 0.553 0.035
H 1.1827 -1.3488 -3.4362 -0.182 -0.170 0.212 0.064
H -4.1692 -2.0158 -2.2831 -0.073 0.489 -0.326 0.052
```
Positions in Å, forces in eV/Å.

The value obtained for the highest occupied orbital energy is -8.750 eV. For the orbital gap, the calculation gives 0.323 Eh. As for the total charge: 0. Its multiplicity is 1. Its SMILES is C=C/C(=C\C)CCN.O.O.O.O.O.O.O.O.O.O.


2.
Computed, not measured: 10 unconnected molecules or ions with the total composition C7H33NO9, with ωB97M-V/def2-TZVPD.

Structure (XYZ):
```
50
Properties=species:S:1:pos:R:3:forces:R:3:lowdin_charge:R:1
O 1.4554 3.6189 0.6487 -0.047 -0.109 -0.317 -0.070
O -3.1596 -1.4981 -1.7494 -0.586 0.324 0.010 -0.025
O 0.8213 -2.7775 -3.0312 0.316 0.179 0.498 -0.088
O 2.6614 -0.5833 -2.3980 -0.066 0.009 0.004 -0.069
O -0.3009 3.2798 2.6571 0.477 -0.333 0.123 -0.079
O -2.9121 2.8574 2.3606 -0.641 -0.307 0.762 -0.081
O -3.6696 1.3271 0.1529 0.402 -0.139 -0.885 -0.057
O 2.4279 2.1160 -2.4815 0.241 0.329 -0.329 -0.072
O -1.1282 -3.0160 -1.2795 -1.215 0.504 0.377 -0.106
N 0.6269 0.8721 0.2889 -0.522 0.771 -1.228 -0.077
C 0.6988 -2.7396 1.8544 0.910 0.680 -0.527 -0.157
C 1.6478 -1.9409 0.9371 -1.674 -1.380 -0.503 -0.208
C -0.8369 0.4991 -1.5825 -1.457 0.368 -0.867 -0.074
C -0.7395 0.3910 -0.0692 2.055 -0.374 0.399 -0.223
C 1.3040 0.5955 1.5274 0.902 -1.920 0.164 -0.216
C 2.1744 -0.6965 1.6496 1.777 -0.799 -1.039 -0.189
C -0.5323 -2.4108 2.2114 0.004 -0.460 0.495 -0.014
H -1.7300 1.0964 -1.7887 -0.241 -0.190 -0.201 0.073
H -1.0584 -2.9845 -0.3149 0.111 -0.194 -0.053 0.022
H 1.1934 -1.6085 -0.0272 -0.376 0.076 0.864 0.089
H -0.9587 -0.4654 -2.0837 0.269 0.123 0.220 0.054
H 0.5334 0.3911 2.2705 -0.068 0.875 0.296 0.114
H -2.1607 3.1352 2.9143 -0.043 -0.131 -0.824 0.014
H 3.1614 -0.6461 1.1780 0.032 1.124 -0.258 0.100
H 1.2004 -3.5607 2.3816 -0.400 0.004 -0.360 0.103
H -1.9933 -2.4943 -1.4705 1.511 -0.847 0.364 0.019
H 0.1674 -3.0624 -3.6733 -0.009 -0.015 -0.016 0.040
H -1.0591 -1.5223 1.9317 -0.115 0.256 -0.450 0.037
H 2.4623 1.4538 -3.1822 -0.474 -0.175 0.165 0.017
H -0.0906 1.0572 -2.1560 0.498 -0.118 0.737 0.077
H -1.0433 -3.0291 2.9255 -0.200 -0.165 0.301 0.051
H 1.1239 0.8429 -0.6036 0.754 -0.161 0.888 0.080
H 0.2752 3.0982 1.8777 -0.173 0.489 0.392 -0.001
H 3.4010 -0.7670 -2.9852 -0.122 -0.326 0.026 0.048
H 2.5003 -0.8286 2.6985 -0.777 -0.238 -0.191 0.117
H 1.2498 2.7987 0.1528 -0.077 0.223 0.036 0.018
H -3.0154 -0.6690 -1.2648 -0.144 -0.035 -0.039 0.038
H 0.8989 4.3072 0.2627 0.192 -0.095 -0.059 0.065
H 2.0743 1.3426 1.8052 -1.119 0.360 0.030 0.120
H -2.6588 2.9839 1.4487 0.288 0.404 -0.123 0.007
H 0.3612 -2.8913 -2.1619 -0.100 0.034 -0.747 0.006
H -1.5489 0.8989 0.4327 0.422 0.640 0.083 0.066
H -3.0022 -1.2704 -2.6706 -0.124 0.113 -0.119 0.080
H 2.3217 -2.7031 0.4679 0.454 0.930 1.091 0.120
H -3.1762 1.1584 0.9681 -0.960 -0.012 0.265 0.016
H -4.5658 0.9875 0.1900 0.013 -0.019 0.564 0.058
H 3.3461 2.0848 -2.1974 0.020 0.255 0.407 0.038
H 1.9470 -1.1955 -2.6458 0.193 -0.248 -0.214 0.006
H 0.1423 2.8071 3.3688 -0.010 0.081 0.070 0.050
H -0.8374 -0.6402 0.2544 -0.099 -0.361 -0.283 0.063
```
Positions in Å, forces in eV/Å.

The value obtained for the highest occupied orbital energy is -8.759 eV. For the orbital gap, the calculation gives 0.333 Eh. As for the total charge: 0. Its multiplicity is 1. Its SMILES is C=CCCCNCC.O.O.O.O.O.O.O.O.O.